This record from OMol25 describes one molecule with the formula C20H31N3OS. The level of theory is wB97M-V/def2-TZVPD.

Each line ends with the natural charge from an NBO analysis.
Element x y z (Å)
C: -4.189 -3.877 -0.077  -0.63
C: -4.100 -2.384 0.009  -0.07
C: -4.977 -1.673 0.817  -0.17
C: -4.909 -0.298 0.923  -0.25
C: -3.944 0.401 0.206  0.15
N: -3.886 1.798 0.316  -0.62
C: -2.836 2.611 -0.016  0.31
S: -3.175 4.072 -0.722  -0.25
N: -1.581 2.210 0.282  -0.44
C: -0.438 2.955 -0.198  -0.22
C: 0.635 1.981 -0.678  -0.41
C: 1.061 1.068 0.476  -0.03
N: 2.192 0.234 0.108  -0.47
C: 1.934 -0.762 -0.912  -0.42
C: 2.914 -0.332 1.235  -0.23
C: 4.440 -0.250 1.038  0.10
C: 4.898 1.146 0.581  -0.43
C: 5.193 0.940 -0.903  -0.43
C: 5.670 -0.509 -0.908  -0.06
O: 4.871 -1.177 0.048  -0.54
C: -0.184 0.321 0.987  -0.43
C: -1.261 1.326 1.385  -0.22
C: -3.086 -0.301 -0.635  -0.28
C: -3.146 -1.681 -0.734  0.10
C: -2.199 -2.406 -1.640  -0.65
H: -4.974 -4.253 0.574  0.22
H: -3.245 -4.337 0.216  0.22
H: -4.406 -4.191 -1.098  0.22
H: -5.728 -2.208 1.381  0.21
H: -5.598 0.239 1.558  0.22
H: -4.778 2.274 0.294  0.42
H: -0.767 3.603 -1.012  0.25
H: -0.040 3.589 0.606  0.19
H: 1.497 2.535 -1.048  0.22
H: 0.227 1.390 -1.499  0.20
H: 1.417 1.720 1.285  0.19
H: 2.872 -1.263 -1.136  0.23
H: 1.571 -0.282 -1.818  0.20
H: 1.209 -1.527 -0.596  0.16
H: 2.647 -1.385 1.404  0.19
H: 2.678 0.227 2.143  0.20
H: 4.909 -0.528 1.994  0.17
H: 5.802 1.442 1.114  0.21
H: 4.123 1.888 0.748  0.22
H: 4.273 1.032 -1.478  0.21
H: 5.941 1.627 -1.292  0.21
H: 6.729 -0.569 -0.616  0.16
H: 5.540 -1.014 -1.868  0.19
H: -0.573 -0.334 0.208  0.21
H: 0.072 -0.292 1.853  0.21
H: -2.158 0.808 1.723  0.23
H: -0.886 1.941 2.217  0.19
H: -2.377 0.249 -1.235  0.22
H: -1.542 -1.709 -2.155  0.22
H: -1.586 -3.107 -1.072  0.22
H: -2.746 -2.979 -2.387  0.22

Atoms 1-6, force components in eV/Å:
C 0.033 0.047 -0.019
C -0.045 0.040 0.055
C 0.046 -0.024 -0.109
C 0.146 0.185 -0.060
C -0.025 -0.506 -0.021
N -0.178 0.048 0.331

## Properties
* frontier orbital gap: 8.575 eV
* SMILES: Cc1ccc(NC(=S)N2CCC(N(C)C[C@@H]3CCCO3)CC2)cc1C
* HOMO: -7.89 eV
* E_tot: -38596.6284 eV

This record from OMol25 describes C96H108B3MgN12O36 as an isolated structure. The level of theory is wB97M-V/def2-TZVPD.

Each line ends with the Löwdin charge.
Element x y z (Å)
Mg: 0.907 -2.202 4.485  0.43
O: 5.213 -2.372 5.973  0.14
C: 4.552 -2.311 7.001  -0.36
O: 4.987 -2.282 8.206  0.28
B: 3.911 -2.127 9.160  -0.83
O: 2.643 -2.156 8.326  0.26
C: 2.961 -2.269 7.088  -0.27
O: 2.178 -2.337 6.107  0.02
O: 4.092 -0.914 9.972  0.26
C: 3.812 -1.194 11.199  -0.37
O: 3.701 -0.360 12.112  0.11
C: 3.668 -2.748 11.332  -0.33
O: 3.922 -3.260 10.118  0.22
O: 3.395 -3.363 12.368  0.11
O: 0.589 2.476 4.978  0.13
C: 1.753 2.112 4.951  -0.36
O: 2.808 2.886 5.023  0.25
B: 4.061 2.132 4.776  -0.82
O: 3.540 0.780 4.537  0.27
C: 2.246 0.707 4.676  -0.29
O: 1.542 -0.293 4.539  0.06
O: 5.089 2.211 5.846  0.23
C: 6.068 3.014 5.418  -0.33
O: 7.034 3.437 6.081  0.11
C: 5.931 3.195 3.886  -0.35
O: 4.763 2.668 3.580  0.20
O: 6.759 3.737 3.149  0.12
O: -0.886 2.879 -2.218  0.09
C: -0.619 1.849 -1.567  -0.35
O: -1.222 1.385 -0.497  0.20
B: -0.729 0.010 -0.132  -0.93
O: 0.332 -0.236 -1.095  0.21
C: 0.459 0.799 -1.982  -0.35
O: 1.215 0.959 -2.885  0.16
O: -1.802 -1.003 -0.272  0.22
C: -1.862 -1.690 0.825  -0.34
O: -2.555 -2.681 1.008  0.12
C: -0.797 -1.135 1.842  -0.22
O: -0.278 -0.043 1.250  0.24
O: -0.445 -1.602 2.947  0.05
N: -2.305 -0.198 -4.731  0.07
C: -2.801 -0.538 -3.522  -0.12
C: -3.901 -1.385 -3.314  -0.04
C: -4.565 -1.819 -4.459  -0.07
C: -4.062 -1.510 -5.736  -0.05
C: -2.936 -0.657 -5.831  -0.13
H: -2.245 -0.188 -2.665  0.09
H: -4.298 -1.553 -2.324  0.09
H: -5.446 -2.443 -4.436  0.10
H: -4.624 -1.814 -6.606  0.09
H: -2.503 -0.252 -6.734  0.09
N: 2.591 -3.733 -4.957  0.07
C: 2.094 -4.955 -5.250  -0.15
C: 0.753 -5.290 -5.144  -0.09
C: -0.146 -4.297 -4.831  -0.08
C: 0.314 -3.011 -4.549  -0.05
C: 1.716 -2.811 -4.564  -0.17
H: 2.721 -5.791 -5.521  0.10
H: 0.421 -6.270 -5.453  0.10
H: -1.185 -4.575 -4.732  0.10
H: -0.314 -2.170 -4.292  0.08
H: 2.085 -1.895 -4.127  0.08
N: 5.464 2.985 -0.926  0.07
C: 4.271 3.471 -1.303  -0.17
C: 3.044 3.048 -0.788  -0.06
C: 3.049 2.136 0.301  -0.04
C: 4.295 1.709 0.811  -0.07
C: 5.457 2.167 0.201  -0.10
H: 4.176 4.188 -2.104  0.09
H: 2.105 3.346 -1.231  0.08
H: 2.108 1.775 0.688  0.09
H: 4.224 1.070 1.679  0.09
H: 6.430 1.809 0.504  0.11
N: 0.326 -4.078 4.591  0.05
C: -0.467 -4.623 3.584  -0.10
C: -0.867 -5.945 3.437  -0.05
C: -0.503 -6.871 4.402  -0.05
C: 0.279 -6.446 5.490  -0.03
C: 0.712 -5.104 5.499  -0.07
H: -0.798 -3.987 2.776  0.08
H: -1.472 -6.269 2.603  0.10
H: -0.855 -7.890 4.348  0.11
H: 0.649 -7.203 6.165  0.11
H: 1.402 -4.779 6.263  0.10
N: -0.552 -1.637 5.746  0.03
C: -0.598 -2.104 7.058  -0.08
C: -1.427 -1.560 8.057  -0.07
C: -2.207 -0.446 7.790  -0.07
C: -2.253 0.056 6.510  -0.03
C: -1.486 -0.615 5.528  -0.06
H: -0.080 -3.030 7.255  0.10
H: -1.318 -1.907 9.073  0.11
H: -2.911 -0.158 8.556  0.11
H: -2.838 0.883 6.136  0.10
H: -1.617 -0.250 4.521  0.07
N: 8.587 1.359 -6.356  0.06
C: 9.006 2.285 -5.461  -0.15
C: 8.203 2.950 -4.501  -0.05
C: 6.850 2.603 -4.453  -0.07
C: 6.371 1.682 -5.360  -0.09
C: 7.251 1.147 -6.294  -0.15
H: 10.056 2.539 -5.458  0.09
H: 8.597 3.643 -3.772  0.10
H: 6.214 2.950 -3.651  0.09
H: 5.319 1.446 -5.301  0.07
H: 6.874 0.418 -6.996  0.10
N: -0.297 7.683 2.465  0.06
C: -0.692 6.682 3.237  -0.15
C: -0.342 5.339 2.965  -0.08
C: 0.515 5.046 1.910  -0.06
C: 0.816 6.070 1.021  -0.10
C: 0.381 7.335 1.308  -0.15
H: -1.287 6.732 4.136  0.10
H: -0.666 4.595 3.677  0.08
H: 0.971 4.080 1.753  0.09
H: 1.429 5.926 0.143  0.08
H: 0.569 8.133 0.604  0.10
N: -6.984 0.216 -0.706  0.05
C: -5.763 -0.037 -0.199  -0.15
C: -4.627 0.699 -0.636  -0.07
C: -4.701 1.664 -1.633  -0.07
C: -5.947 1.876 -2.193  -0.06
C: -7.077 1.171 -1.698  -0.11
H: -5.683 -0.772 0.588  0.09
H: -3.667 0.441 -0.214  0.08
H: -3.844 2.210 -2.000  0.11
H: -5.978 2.597 -2.997  0.10
H: -8.032 1.262 -2.194  0.09
N: 2.373 -2.520 3.154  0.03
C: 2.699 -1.704 2.132  -0.06
C: 3.808 -1.967 1.233  -0.01
C: 4.653 -3.048 1.502  -0.04
C: 4.274 -3.914 2.503  -0.06
C: 3.172 -3.657 3.271  -0.08
H: 2.138 -0.783 2.080  0.10
H: 4.117 -1.226 0.511  0.09
H: 5.619 -3.151 1.029  0.12
H: 4.905 -4.739 2.799  0.11
H: 2.955 -4.295 4.115  0.10
N: -2.666 1.389 3.187  0.07
C: -2.255 2.474 2.575  -0.16
C: -3.121 3.395 1.994  -0.03
C: -4.499 3.103 1.996  -0.04
C: -4.976 1.930 2.646  -0.06
C: -4.005 1.148 3.262  -0.14
H: -1.227 2.489 2.243  0.10
H: -2.735 4.152 1.328  0.10
H: -5.175 3.803 1.528  0.09
H: -6.016 1.646 2.711  0.10
H: -4.307 0.213 3.710  0.09
N: 1.610 6.471 -2.422  0.06
C: 2.306 7.623 -2.735  -0.11
C: 2.804 7.730 -4.025  -0.10
C: 2.805 6.690 -4.934  -0.09
C: 2.083 5.576 -4.632  -0.07
C: 1.450 5.486 -3.383  -0.10
H: 2.509 8.436 -2.053  0.10
H: 3.317 8.645 -4.284  0.10
H: 3.172 6.896 -5.928  0.11
H: 1.932 4.851 -5.418  0.08
H: 0.895 4.644 -2.997  0.08
N: 2.138 -0.818 -7.595  0.08
C: 1.155 -0.315 -6.760  -0.15
C: 1.271 0.886 -6.138  -0.09
C: 2.316 1.770 -6.451  -0.05
C: 3.268 1.309 -7.320  -0.11
C: 3.198 0.039 -7.810  -0.14
H: 0.220 -0.843 -6.648  0.09
H: 0.503 1.130 -5.419  0.08
H: 2.322 2.745 -5.987  0.09
H: 4.033 2.046 -7.514  0.10
H: 3.983 -0.361 -8.435  0.10
O: -3.906 7.867 -1.210  0.10
C: -3.457 6.730 -1.206  -0.53
O: -4.197 5.588 -1.103  -0.02
C: -5.584 5.742 -1.074  -0.26
C: -6.174 5.768 -2.472  -0.05
C: -2.040 6.475 -1.202  0.00
H: -5.899 6.633 -0.529  0.12
H: -5.971 4.866 -0.555  0.10
H: -7.014 5.074 -2.475  0.07
H: -5.404 5.587 -3.221  0.06
H: -6.585 6.771 -2.584  0.08
H: -1.814 5.567 -1.761  0.08
H: -1.589 6.217 -0.244  0.08
H: -1.470 7.307 -1.615  0.10
O: 0.731 -4.361 0.906  0.07
C: 0.604 -4.373 -0.324  -0.48
O: -0.517 -4.644 -0.981  0.01
C: -1.630 -5.268 -0.340  -0.19
C: -3.005 -5.043 -1.097  -0.03
C: 1.693 -3.752 -1.172  0.05
H: -1.701 -4.886 0.679  0.07
H: -1.408 -6.332 -0.257  0.12
H: -2.917 -5.252 -2.163  0.07
H: -3.337 -4.008 -1.020  0.05
H: -3.815 -5.650 -0.691  0.06
H: 1.270 -2.795 -1.478  0.08
H: 1.961 -4.249 -2.104  0.08
H: 2.614 -3.574 -0.618  0.07
O: 6.012 -1.192 -1.531  0.08
C: 5.831 -1.166 -2.748  -0.52
O: 6.649 -1.414 -3.726  0.01
C: 7.884 -1.852 -3.475  -0.27
C: 8.668 -2.249 -4.713  -0.05
C: 4.527 -0.718 -3.387  0.04
H: 7.789 -2.704 -2.802  0.13
H: 8.405 -1.078 -2.910  0.14
H: 9.568 -2.784 -4.410  0.07
H: 8.973 -1.437 -5.373  0.06
H: 8.198 -2.969 -5.383  0.08
H: 4.710 0.253 -3.846  0.06
H: 3.781 -0.763 -2.593  0.08
H: 4.139 -1.372 -4.168  0.07
O: -4.008 4.788 -5.281  0.07
C: -2.886 5.207 -4.996  -0.49
O: -1.692 4.564 -5.074  -0.02
C: -1.579 3.199 -5.377  -0.23
C: -1.544 2.834 -6.904  -0.04
C: -2.743 6.616 -4.529  0.03
H: -2.324 2.633 -4.818  0.11
H: -0.602 3.007 -4.934  0.09
H: -1.485 1.749 -6.999  0.04
H: -0.653 3.272 -7.354  0.07
H: -2.463 3.137 -7.406  0.07
H: -3.632 6.848 -3.941  0.08
H: -2.551 7.344 -5.317  0.10
H: -1.896 6.759 -3.858  0.07
O: -9.040 -5.297 -0.771  0.06
C: -7.840 -5.019 -0.584  -0.51
O: -6.925 -5.842 -0.059  -0.02
C: -7.250 -7.137 0.434  -0.20
C: -6.157 -7.467 1.492  -0.05
C: -7.312 -3.676 -0.946  0.01
H: -7.456 -7.867 -0.349  0.13
H: -8.159 -7.118 1.034  0.12
H: -5.179 -7.654 1.049  0.07
H: -6.435 -8.356 2.057  0.07
H: -6.018 -6.614 2.156  0.06
H: -7.027 -3.739 -1.996  0.09
H: -6.366 -3.427 -0.464  0.07
H: -8.073 -2.910 -0.798  0.09
O: -2.548 -4.368 6.060  0.07
C: -3.593 -3.744 6.242  -0.49
O: -4.313 -3.205 5.215  -0.03
C: -3.879 -3.171 3.827  -0.19
C: -4.391 -4.444 3.104  -0.06
C: -4.265 -3.640 7.576  0.03
H: -2.795 -3.062 3.815  0.09
H: -4.248 -2.330 3.239  0.10
H: -3.822 -4.739 2.222  0.06
H: -5.468 -4.314 3.001  0.08
H: -4.158 -5.316 3.714  0.07
H: -5.041 -2.885 7.452  0.09
H: -3.571 -3.159 8.265  0.07
H: -4.681 -4.602 7.877  0.10

Atoms 1-6, force components in eV/Å:
Mg 0.510 1.518 0.130
O -1.500 0.001 1.753
C 0.206 -0.177 -3.371
O 0.509 0.177 0.804
B 0.730 -0.515 0.936
O -0.202 0.196 0.246

## Properties
* frontier orbital gap: 8.305 eV
* net charge: -1
* HOMO: -7.68 eV
* E_tot: -200389.7920 eV

This record from OMol25 describes one molecule with the formula C3H9NS2. The level of theory is wB97M-V/def2-TZVPD.

Each line ends with the natural charge from an NBO analysis.
Element x y z (Å)
C: -1.489 2.296 0.702  -0.60
C: -0.915 0.995 0.156  -0.07
N: -1.414 0.698 -1.180  -0.85
C: 0.613 1.096 0.188  -0.52
S: 1.558 -0.484 0.220  0.06
S: 0.113 -1.985 -0.024  -0.16
H: -2.576 2.320 0.642  0.22
H: -1.171 2.386 1.748  0.20
H: -1.114 3.185 0.196  0.20
H: -1.223 0.207 0.841  0.20
H: -1.602 -0.290 -1.301  0.38
H: -0.808 0.995 -1.931  0.36
H: 0.954 1.647 -0.688  0.21
H: 0.991 1.544 1.104  0.23
H: 0.962 -2.762 -0.685  0.14

Atoms 1-6, force components in eV/Å:
C 0.143 0.155 0.478
C 0.393 0.417 -0.292
N -0.551 -0.246 0.064
C 0.287 -0.650 0.004
S -0.181 -0.155 0.026
S 0.067 0.207 0.329

## Properties
* frontier orbital gap: 8.738 eV
* SMILES: C[C@@H](N)CSS
* HOMO: -8.31 eV
* E_tot: -26417.2813 eV

This record from OMol25 describes one molecule with the formula C4H7NS. The level of theory is wB97M-V/def2-TZVPD.

Each line ends with the natural charge from an NBO analysis.
Element x y z (Å)
C: -1.875 0.476 -0.594  -0.41
C: -1.307 -0.624 -0.132  -0.18
C: 0.109 -0.875 0.220  -0.27
N: 0.754 0.428 0.211  -0.57
C: 2.083 0.665 0.200  -0.06
S: 3.246 -0.290 -0.426  -0.14
H: -1.309 1.429 -0.703  0.19
H: -2.942 0.535 -0.787  0.21
H: -1.923 -1.537 0.006  0.20
H: 0.167 -1.400 1.245  0.21
H: 0.548 -1.580 -0.513  0.25
H: 0.174 1.139 0.645  0.39
H: 2.275 1.635 0.627  0.18

Atoms 1-6, force components in eV/Å:
C 0.348 1.162 0.264
C -1.265 -1.680 0.017
C 0.272 -0.147 0.405
N 0.592 -0.355 0.868
C -0.649 -0.310 -0.372
S 0.020 -0.074 0.236

## Properties
* frontier orbital gap: 9.205 eV
* SMILES: C=CCNC=S
* HOMO: -8.44 eV
* E_tot: -16585.7006 eV